The following is a DFT calculation (ωB97M-V/def2-TZVPD) of a molecular structure, ClH2O2PS.

XYZ file:
```
7
Properties=species:S:1:pos:R:3:forces:R:3
O 1.4463 -0.3340 2.6174 0.57 -0.19 0.52
O -0.7389 0.1309 -1.3409 -3.27 -2.14 -5.10
P 0.8385 -0.0493 1.3338 -1.10 1.41 -0.46
S 0.4141 1.7832 0.7134 0.54 -2.37 0.39
Cl 0.2968 -1.9012 0.5916 0.20 1.34 -0.08
H -1.2722 -0.6456 -2.1457 2.55 3.72 3.82
H -0.9846 1.0160 -1.7696 0.52 -1.76 0.90
```
Forces are in eV/Å.

Computed properties:
Calculated total energy = -1351.39456 Eh
E_HOMO = -9.949 eV
Lowest unoccupied orbital energy = -1.25 eV
Frontier orbital gap = 8.703 eV

The following is a DFT calculation (ωB97M-V/def2-TZVPD) of 7 unconnected molecules or ions with the total composition C12H18F6N6P.

XYZ file:
```
43
Properties=species:S:1:pos:R:3:forces:R:3
P -1.0895 -0.3256 0.6976 1.09 1.45 1.99
F -1.2504 -0.0604 2.2848 -0.44 -0.52 0.95
F -1.3707 -1.8652 0.9176 0.01 -0.96 -0.17
F -2.6389 -0.0243 0.5085 -1.33 -0.64 -0.85
F -0.8489 -0.5866 -0.8857 -0.23 0.54 0.15
F -0.9257 1.2897 0.6384 0.99 0.77 -1.61
F 0.5098 -0.4745 0.9827 -0.50 -0.15 -0.79
C -1.9703 -2.3106 3.9754 1.40 -0.02 -0.57
C -0.4871 -2.3260 3.7588 2.35 -0.44 -0.74
N 0.6774 -2.3608 3.5821 -3.67 0.00 0.92
H -2.0834 -1.6700 4.8501 -0.69 -0.24 -0.05
H -2.3413 -3.3315 4.0660 0.13 0.05 0.60
H -2.4636 -1.9222 3.0843 0.20 0.39 0.25
C 2.0929 1.8870 2.1041 0.33 -1.30 0.68
C 2.5878 0.5617 2.6838 -0.22 -1.78 0.52
N 2.9197 -0.4724 3.1452 -0.64 3.66 -1.21
H 2.3094 2.6309 2.8708 0.36 0.29 -0.42
H 1.0239 1.9602 1.9041 -0.10 -0.81 0.36
H 2.5415 2.0499 1.1241 0.48 0.22 0.32
C 0.1924 4.3162 0.1998 -0.70 -0.91 0.46
C 0.6548 5.2980 -0.6774 0.99 1.10 -0.90
N 0.9959 6.0618 -1.4501 0.38 0.98 -0.76
H -0.8555 4.2760 -0.0975 -0.26 -0.66 0.74
H 0.3458 4.6384 1.2298 -0.20 -0.38 0.01
H 0.6940 3.3844 -0.0612 -0.26 -0.17 0.40
C 1.4676 -2.6654 -0.5892 0.40 -0.28 1.13
C 2.2170 -2.7484 0.6918 -0.80 -0.38 -1.42
N 2.7523 -2.8844 1.6894 0.77 -0.34 0.45
H 1.9797 -3.2444 -1.3577 0.25 0.49 -0.12
H 1.3266 -1.5999 -0.7706 -0.03 -0.34 -0.57
H 0.5109 -3.1662 -0.4404 -0.17 0.32 0.11
C 0.0882 -2.0515 -3.9902 0.11 -0.22 -0.26
C 1.5434 -2.0431 -4.1381 2.22 0.41 -0.44
N 2.7085 -2.0636 -4.2150 -2.40 -0.03 0.11
H -0.4736 -1.3895 -4.6491 0.59 0.44 0.01
H -0.1250 -1.7850 -2.9550 -0.34 -0.32 -0.01
H -0.2392 -3.0398 -4.3132 -0.17 -0.21 0.65
C -2.6437 1.2982 -2.6506 -0.32 -0.04 0.61
C -1.2427 1.4832 -2.9141 -3.07 -0.19 0.68
N -0.1583 1.5515 -3.1813 3.88 0.40 -0.95
H -2.7714 0.2397 -2.4240 -0.35 -0.02 -0.31
H -3.2219 1.6748 -3.4944 -0.13 -0.30 0.09
H -2.9385 1.8096 -1.7342 0.06 0.14 -0.06
```
Forces are in eV/Å.

Computed properties:
Calculated total energy = -1737.37484 Eh
E_HOMO = -7.642 eV
Net charge = -1
Lowest unoccupied orbital energy = 2.62 eV
Frontier orbital gap = 10.259 eV

The following is a DFT calculation (ωB97M-V/def2-TZVPD) of 14 unconnected molecules or ions with the total composition C22H57N14O27.

XYZ file:
```
120
Properties=species:S:1:pos:R:3:forces:R:3
C 57.8860 48.7300 22.5920 -0.99 0.29 2.35
C 57.7680 47.2010 22.2490 -0.19 2.91 0.10
C 57.8200 47.0130 20.7630 -1.98 -0.40 -3.69
C 57.7720 45.5110 20.3440 5.22 2.09 -0.68
C 58.9800 44.8300 21.0400 0.11 -0.70 -3.87
C 59.0070 44.9270 22.5670 -1.71 -1.17 -0.69
N 58.8260 46.3740 22.8890 2.59 3.30 2.83
O 59.6490 46.9660 23.6450 -3.72 -2.67 -3.36
C 60.2780 44.6090 23.1470 2.36 -0.51 1.05
C 57.8480 44.0250 23.1150 3.19 1.74 1.18
C 56.4360 46.7940 22.7410 -4.62 -2.74 2.72
H 58.0180 48.8200 23.7830 -0.68 0.03 -2.66
H 56.9020 49.2990 22.2310 2.18 -1.50 0.89
H 58.7580 49.2030 22.1590 0.18 -0.07 -0.27
H 58.5330 47.6080 20.1210 -0.10 -0.68 1.42
H 56.8140 47.3840 20.3720 1.10 0.04 0.76
H 57.9920 45.3620 19.2540 -0.57 0.40 0.86
H 56.9000 45.1180 20.5970 -3.90 -1.89 0.88
H 59.7960 45.4290 20.6470 0.62 0.17 0.24
H 59.1450 43.8400 20.3380 -0.32 1.50 3.13
H 60.4600 43.5420 23.0830 0.27 -0.02 -0.14
H 60.3130 44.9210 24.1820 -0.10 -0.45 0.47
H 61.0530 45.2300 22.6920 0.28 -0.48 -0.28
H 58.1500 43.0330 23.1890 0.61 -1.75 -0.63
H 57.0330 44.2540 22.6070 -3.61 -0.05 -2.69
H 57.5970 44.2900 24.0820 -0.19 0.72 2.29
H 55.5100 47.2490 22.2900 1.54 0.84 0.18
H 56.1800 46.7410 23.9040 1.32 0.73 -2.24
H 56.0710 45.7800 22.4780 1.02 0.19 -0.06
C 60.7420 51.2610 26.0550 0.66 -0.19 3.32
N 59.5130 50.4020 26.0280 -1.35 6.43 -2.63
O 58.5380 50.9690 25.4870 0.73 -0.51 0.40
O 59.4860 49.3470 26.4650 0.37 -5.03 2.20
H 60.7430 52.0640 26.8830 -0.72 -1.33 -1.34
H 60.8720 51.6990 25.1290 0.04 0.86 -1.83
H 61.5640 50.6100 26.3130 0.23 -0.24 -0.14
C 57.8650 39.6790 23.5690 3.36 -5.57 -1.36
N 59.2820 39.9960 24.0230 -4.57 -2.55 2.30
O 59.3590 41.0300 24.6390 1.67 1.11 -0.45
O 59.9010 38.9610 24.1810 1.68 1.00 -0.68
H 57.1930 40.3510 23.5290 -3.71 6.05 -0.72
H 57.3220 38.9640 24.1680 1.04 -0.45 1.48
H 57.8830 39.0650 22.6780 0.48 0.47 -0.65
C 61.1220 42.4390 17.5760 3.52 -2.39 -1.47
N 59.7390 42.4460 17.3170 -0.95 -3.44 -1.89
O 59.0840 43.0410 18.1140 -2.11 1.25 0.69
O 59.3130 41.6350 16.4360 0.74 2.61 2.06
H 61.6750 42.6540 16.6640 -0.20 -0.78 -0.50
H 61.4170 41.4190 17.9810 -0.43 1.20 -0.69
H 61.5530 43.1650 18.1780 -0.45 1.53 1.89
C 57.2110 52.6730 22.7880 3.12 1.64 -2.18
N 55.9410 52.1910 22.3250 -2.96 -0.54 -3.81
O 55.5950 52.4940 21.1750 0.78 0.75 0.77
O 55.2980 51.3270 22.8910 0.80 0.33 1.71
H 57.7920 51.7180 22.4470 -0.10 1.85 1.73
H 57.1130 53.0710 23.8060 0.52 -1.04 -0.10
H 57.7170 53.6240 22.0830 -2.09 -2.99 1.86
C 53.1720 46.0280 25.1710 -6.20 -6.31 1.75
N 53.8950 44.7590 24.7570 2.67 -1.50 0.04
O 54.2480 44.5400 23.5640 -1.54 1.07 2.44
O 54.2760 44.0110 25.6860 -1.31 1.71 -1.94
H 53.6040 46.8430 24.9250 3.62 5.23 -1.95
H 53.0700 45.9390 26.2970 -0.03 0.16 -1.60
H 52.0760 46.0460 24.6320 2.73 -0.33 1.44
C 61.5680 50.1100 20.2110 -0.13 1.04 -0.25
N 61.8590 48.7290 20.6090 1.01 -4.18 -1.44
O 61.0390 48.0110 21.2400 1.32 2.18 -0.86
O 62.8970 48.2430 20.1070 -1.91 1.08 1.38
H 60.9440 50.4640 21.0830 0.34 0.22 -1.55
H 61.0320 50.0810 19.1140 1.36 0.18 3.06
H 62.6160 50.6010 20.2050 -2.07 -0.55 -0.32
C 57.3630 52.1320 18.1800 -4.82 -1.01 1.58
N 57.9950 51.7000 19.4720 3.00 4.87 -4.59
O 57.6140 50.7530 19.9860 -1.49 -4.33 3.13
O 58.9220 52.4570 19.8080 -0.71 -0.94 0.74
H 56.9220 51.2440 17.5100 0.18 1.79 2.43
H 57.9670 52.5580 17.5010 2.96 1.85 -1.50
H 56.6650 52.9930 18.6510 0.86 -2.27 -1.74
C 58.0670 46.7790 28.0150 0.75 -6.69 1.49
N 58.4860 46.0590 26.7910 -0.30 -0.81 0.45
O 57.5940 45.8040 25.9560 2.12 0.44 0.81
O 59.6590 45.7130 26.8020 -1.08 0.03 -1.32
H 57.9950 47.6810 27.7750 0.25 8.06 -1.98
H 58.7900 46.5730 28.8270 -0.84 0.04 -0.52
H 57.0380 46.5490 28.1030 -0.92 -0.98 0.96
C 55.1640 45.3990 17.3730 1.30 -1.26 -6.77
N 54.8880 43.8990 17.1650 -0.60 0.05 0.75
O 55.8110 43.1090 17.0950 -0.48 0.59 -0.14
O 53.6950 43.6040 17.2340 1.14 0.01 -0.28
H 55.4000 45.4360 18.3310 0.68 0.75 4.47
H 54.2390 45.8330 16.9930 0.41 0.48 0.55
H 56.1340 45.6760 16.7080 -2.45 -0.65 1.55
C 57.3660 40.5070 19.0620 0.51 4.22 -2.02
N 58.5770 40.4990 19.8000 1.83 -0.01 0.83
O 59.4920 39.8110 19.3970 0.09 -0.07 -0.37
O 58.6710 41.1600 20.8190 -0.44 0.52 0.27
H 56.5800 40.3770 19.6510 -3.30 0.73 3.49
H 57.2540 39.6430 18.6090 0.58 -4.04 -3.31
H 57.2030 41.3990 18.3680 0.67 -1.18 1.09
C 54.9390 50.7230 26.2150 -1.08 -0.70 6.56
N 54.4710 49.3490 26.0270 -0.06 -2.22 -0.52
O 53.3000 49.0460 26.0980 -0.73 1.31 0.39
O 55.2780 48.4800 25.7430 1.22 0.50 0.00
H 55.8760 50.7540 26.8190 -0.63 -0.60 -0.54
H 54.1610 51.2440 26.8480 0.72 -0.40 -1.26
H 55.1530 51.1050 25.3410 0.65 2.10 -4.69
C 61.9770 40.9890 21.7840 -4.41 -1.83 0.10
N 62.5140 40.2230 20.6340 4.10 12.73 0.01
O 62.4180 39.1420 20.6000 -1.87 -12.74 -0.73
O 63.2690 40.9050 19.8650 -1.49 -0.32 0.50
H 61.6860 40.1960 22.5600 0.19 1.15 -1.20
H 61.0040 41.5030 21.3870 2.00 -0.64 0.98
H 62.7110 41.5730 22.2130 1.41 1.62 0.33
C 52.2040 44.9660 21.0480 -0.34 5.42 -3.05
N 53.6380 45.3700 20.7390 4.33 -0.78 -1.12
O 53.9740 46.4540 20.2340 -1.80 -1.02 1.27
O 54.5470 44.4740 20.8330 -3.09 1.71 0.19
H 51.8130 45.4610 21.9500 0.52 -0.25 -0.35
H 52.3250 43.9620 21.0950 -0.55 -3.08 0.06
H 51.6600 45.4980 20.0600 1.07 -2.06 2.77
```
Forces are in eV/Å.

Computed properties:
Calculated total energy = -3668.53554 Eh
E_HOMO = -11.982 eV
Net charge = +1
Lowest unoccupied orbital energy = -5.00 eV
Frontier orbital gap = 6.980 eV